Record 1
{
  "formula": "C23H24BrN2O5SV",
  "method": "the ωB97M-V functional and the def2-TZVPD basis",
  "charge": -1,
  "lumo_ev": [2.456, 2.452],
  "e_above_lowest_kcal_mol": 24.8,
  "e_homo_ev": [-2.53, -4.25],
  "orbital_gap_ev": [4.99, 6.70],
  "spin_multiplicity": 4,
  "largest_force_ev_per_a": 1.95,
  "symbols": ["C", "H", "C", "H", "O", "C", "H", "H", "C", "N", "H", "C", "C", "C", "C", "H", "H", "H", "O", "H", "C", "H", "C", "S", "H", "O", "C", "C", "C", "H", "H", "V", "H", "N", "H", "H", "C", "H", "H", "H", "H", "C", "C", "O", "C", "C", "C", "C", "H", "C", "Br", "O", "C", "H", "H", "C", "H"],
  "positions_angstrom": [[-4.301, 4.188, -1.981], [2.353, 4.176, -0.235], [-3.336, -3.125, -1.088], [-3.742, -4.000, -0.578], [-1.060, -0.472, 0.214], [-3.256, -1.917, -0.158], [-3.608, 5.505, -0.432], [-1.470, 4.268, -0.097], [2.425, 2.052, 0.027], [0.183, 2.501, -0.475], [-4.704, 2.720, -3.494], [4.845, -0.721, -1.096], [3.599, 0.116, -1.002], [1.005, -2.653, 0.936], [-2.193, 3.945, -0.835], [-5.239, 4.713, -2.124], [1.979, -1.169, 6.064], [-1.276, -3.696, -0.753], [2.648, -0.221, -1.797], [5.031, -0.969, -2.142], [1.687, -2.824, 4.738], [1.389, -0.240, 1.930], [3.568, 1.195, -0.120], [-2.091, -0.720, -0.894], [3.573, 3.615, 0.930], [0.516, -3.739, 0.661], [-4.003, 3.068, -2.744], [-0.637, 2.032, -1.368], [-1.908, -3.352, -1.571], [4.673, -1.657, -0.557], [-0.307, -1.934, -2.044], [0.844, -0.198, -0.905], [-1.780, -1.709, -3.020], [1.270, 1.610, -0.376], [5.717, -0.222, -0.667], [1.836, 3.636, 1.349], [-1.897, 2.812, -1.589], [-2.556, 1.513, -3.136], [4.477, 1.453, 0.408], [1.770, -3.570, 5.516], [-2.824, -2.165, 0.813], [-3.386, 4.628, -1.029], [2.562, 3.450, 0.554], [-0.419, 0.943, -2.058], [-2.804, 2.387, -2.546], [1.704, -0.541, 4.026], [1.462, -3.232, 3.427], [1.804, -1.477, 5.039], [1.797, 0.517, 4.244], [1.345, -2.312, 2.392], [1.379, -5.116, 3.176], [1.339, -1.738, 0.107], [1.478, -0.962, 2.725], [-3.995, -2.900, -1.933], [-4.209, -1.407, -0.019], [-1.406, -1.992, -2.037], [-1.849, -4.091, -2.373]],
  "atomic_forces_ev_per_a": [[0.0297, -0.0260, 0.0133], [0.0142, -0.0349, 0.0071], [0.0585, 0.0303, 0.0096], [-0.0150, 0.0488, 0.0394], [-0.6038, -0.1870, -0.6688], [-0.0863, -0.0025, 0.0404], [0.0127, -0.0208, -0.0039], [-0.0619, -0.0093, -0.0229], [0.0100, -0.0108, -0.2462], [0.4231, 0.0543, 0.1707], [0.0221, 0.0019, 0.0135], [0.1850, -0.0480, 0.0166], [-0.1353, 0.4319, -0.1812], [0.8297, 0.4237, 0.0966], [-0.0792, 0.1500, 0.1031], [0.0432, -0.0023, -0.0035], [-0.0107, -0.0169, -0.0190], [0.0393, -0.0306, 0.0553], [0.6527, -0.1327, 0.1057], [0.0146, 0.0136, 0.0346], [0.0121, -0.0293, -0.0709], [0.0045, 0.0988, -0.1127], [-0.1644, -0.0482, 0.0596], [0.2391, -0.2072, 0.5405], [-0.0539, 0.0048, -0.0088], [-0.3941, -0.1479, -0.0908], [0.0968, -0.0499, 0.0129], [0.2739, -0.1515, -0.2375], [-0.0207, 0.0357, -0.0299], [-0.0009, 0.0382, -0.0506], [-0.3669, 0.0563, -0.0419], [-0.6155, -0.4845, -0.5067], [0.0311, 0.0041, -0.0755], [-0.0157, 1.5088, 0.4881], [-0.0484, -0.0516, -0.0140], [0.0252, -0.0216, -0.0561], [0.2160, -0.1962, -0.0668], [-0.0082, 0.0222, 0.0435], [-0.0272, -0.0174, 0.0241], [0.0227, -0.0283, 0.0140], [0.0239, -0.0337, -0.0416], [0.1067, -0.0634, 0.0028], [0.1256, 0.0726, 0.0912], [-0.7053, 0.8957, -0.1946], [-0.2528, -0.0450, -0.2492], [-0.0266, 0.0647, -0.2253], [0.0337, -0.0459, 0.1985], [0.0204, -0.0944, 0.1008], [-0.0112, -0.0310, -0.0344], [-0.2806, 0.1270, -0.1453], [-0.0085, -0.0248, -0.0173], [0.2918, -1.7581, 0.7897], [0.0171, 0.0133, 0.1789], [0.0062, -0.0213, -0.0016], [0.0309, -0.0352, 0.0577], [0.0903, -0.0138, 0.1327], [-0.0097, 0.0250, -0.0244]],
  "lowdin_spin": [-0.001, 0.003, 0.001, 0.000, 0.018, 0.001, 0.000, 0.000, 0.058, 0.022, 0.000, 0.004, 0.029, 0.016, -0.001, 0.000, 0.000, 0.000, 0.064, 0.001, 0.000, 0.003, 0.018, 0.009, 0.000, 0.019, 0.000, 0.002, 0.002, 0.001, 0.013, 2.651, 0.000, -0.017, 0.000, 0.002, 0.000, 0.000, 0.001, 0.000, 0.000, 0.000, 0.008, 0.025, -0.001, 0.000, 0.002, 0.002, 0.000, 0.001, 0.000, 0.018, 0.004, 0.000, 0.000, 0.019, 0.000]
}

=====

Record 2
{
  "formula": "C3H10N3O",
  "method": "the ωB97M-V functional and the def2-TZVPD basis",
  "charge": 1,
  "lumo_ev": -3.438,
  "e_above_lowest_kcal_mol": 163.5,
  "e_homo_ev": -12.43,
  "orbital_gap_ev": 8.99,
  "largest_force_ev_per_a": 3.61,
  "symbols": ["O", "C", "C", "N", "H", "N", "H", "H", "H", "H", "C", "H", "H", "H", "H", "H", "N"],
  "positions_angstrom": [[-0.465, -1.230, -0.281], [1.343, 1.766, 0.294], [0.065, -0.736, 0.782], [0.528, -0.722, 1.895], [-0.692, 0.283, -1.466], [-0.079, 1.417, 0.049], [0.328, 1.532, -2.165], [-1.273, 1.796, -1.533], [1.024, -0.050, 2.510], [1.518, 2.854, 0.145], [-1.294, -2.476, -0.055], [-2.367, -2.208, -0.195], [-1.048, -3.024, 0.989], [-0.896, -3.246, -0.796], [2.100, 1.245, -0.232], [1.581, 1.513, 1.435], [-0.371, 1.284, -1.377]],
  "atomic_forces_ev_per_a": [[-0.2274, -1.2210, 1.8259], [-0.8487, 1.0501, 2.4766], [0.5196, 3.5040, 0.6851], [-0.3780, -0.8794, -1.5354], [0.7483, 0.8428, -0.4720], [1.7226, -1.6363, 0.7447], [-1.0340, -0.3969, 1.7263], [1.1955, -0.0121, -0.0660], [-0.8577, -0.6322, -0.8344], [-0.0676, -0.5515, 0.3344], [0.8579, -2.6764, 0.8702], [1.0816, -0.2096, 0.1959], [-0.6755, 1.9560, -2.1569], [-0.8173, 1.3875, 0.6249], [0.6007, -0.8619, -1.0053], [-0.7050, 0.8968, -2.4085], [-1.1150, -0.5601, -1.0055]],
  "mulliken_charge": [-0.448, -0.771, 0.888, -0.392, 0.295, -0.572, 0.391, 0.382, 0.340, 0.335, -0.671, 0.298, 0.355, 0.270, 0.352, 0.140, -0.192]
}

=====

Record 3
{
  "formula": "C15H37BrGaNO2P",
  "method": "the ωB97M-V functional and the def2-TZVPD basis",
  "charge": -1,
  "lumo_ev": 2.356,
  "e_above_lowest_kcal_mol": 0.0,
  "e_homo_ev": -4.28,
  "orbital_gap_ev": 6.63,
  "largest_force_ev_per_a": 0.53,
  "symbols": ["C", "H", "H", "C", "H", "H", "H", "H", "H", "P", "H", "O", "C", "H", "H", "H", "Ga", "H", "H", "Br", "H", "H", "H", "C", "C", "H", "C", "O", "H", "H", "H", "H", "H", "H", "C", "C", "C", "H", "H", "C", "H", "H", "H", "H", "C", "H", "H", "C", "H", "H", "C", "C", "C", "N", "H", "H", "H", "H"],
  "positions_angstrom": [[3.243, -6.066, -0.412], [0.155, -5.242, 0.001], [1.204, -4.435, 2.755], [-5.088, 0.276, 2.555], [0.948, 4.765, -0.948], [2.424, -6.716, -0.098], [0.253, -2.739, 0.212], [2.350, -3.060, 1.095], [1.743, 2.880, -3.258], [3.485, 6.782, -3.690], [-3.646, 2.068, 0.887], [-1.344, 3.830, -0.876], [2.538, -4.136, 1.104], [3.683, -3.983, -0.700], [-0.587, -2.838, 1.757], [-5.660, -0.622, 2.798], [1.508, 5.421, -3.857], [-3.641, -0.038, 4.114], [-3.173, -0.705, 2.567], [3.401, 7.208, -1.423], [-2.695, -0.193, 0.407], [-1.184, 3.062, -3.459], [-5.587, 1.128, 3.023], [0.043, -4.765, 0.979], [-0.451, -3.334, 0.793], [-5.137, 0.417, 1.475], [-0.479, 3.417, -1.609], [4.628, 5.564, -3.691], [0.230, 6.208, -3.326], [3.423, -4.281, 1.732], [-2.069, 1.075, -0.629], [4.203, 4.700, -3.690], [-0.716, -5.345, 1.511], [-1.407, -3.310, 0.269], [0.981, 3.781, -1.421], [1.866, 3.797, -2.671], [-2.669, 1.786, 1.290], [-0.591, -0.095, 1.794], [-2.053, 2.683, 1.203], [-0.640, 0.328, 0.788], [1.425, 5.008, -5.409], [0.015, 2.071, -3.008], [3.504, -6.342, -1.435], [0.009, 1.207, 0.761], [-2.812, 1.414, 2.767], [2.010, -4.394, -0.975], [-3.260, 2.262, 3.297], [1.356, -4.857, 1.756], [1.371, 3.092, -0.654], [4.104, -6.286, 0.223], [-3.646, 0.162, 3.038], [-2.066, 0.704, 0.398], [2.861, -4.593, -0.318], [-0.828, 2.526, -2.671], [-0.231, -0.412, 0.099], [1.607, -5.910, 1.910], [2.909, 3.797, -2.333], [-1.820, 1.277, 3.208]],
  "atomic_forces_ev_per_a": [[-0.0105, 0.0054, -0.0112], [0.0090, -0.0124, 0.0045], [-0.0099, -0.0018, -0.0021], [0.0058, -0.0187, -0.0046], [0.1023, -0.0561, 0.0219], [-0.0004, 0.0010, 0.0006], [-0.0007, 0.0046, 0.0067], [-0.0079, -0.0007, 0.0066], [0.1090, -0.0048, 0.0738], [0.1312, -0.0348, 0.0047], [-0.0011, 0.0064, 0.0023], [-0.0421, 0.1714, -0.0698], [-0.0033, 0.0038, 0.0099], [-0.0037, -0.0034, -0.0086], [0.0213, 0.0147, -0.0042], [-0.0005, 0.0034, 0.0081], [-0.1713, -0.0579, -0.0467], [-0.0024, -0.0090, -0.0023], [0.0114, 0.0051, 0.0003], [-0.0877, -0.0025, 0.1476], [-0.0031, 0.0000, 0.0075], [-0.3309, -0.0776, 0.1784], [0.0010, 0.0077, -0.0135], [-0.0123, 0.0116, 0.0264], [-0.0185, -0.0594, -0.0278], [0.0019, 0.0019, 0.0010], [-0.1228, -0.1005, -0.1874], [0.0142, 0.0610, -0.3368], [-0.0282, 0.0189, -0.0221], [0.0032, -0.0020, -0.0076], [0.0112, -0.0053, 0.0102], [0.0059, -0.0442, 0.1919], [-0.0062, 0.0026, -0.0079], [-0.0017, 0.0098, 0.0070], [0.0503, -0.1254, 0.2104], [0.0066, 0.0428, -0.0269], [-0.0498, 0.0492, 0.0280], [0.0238, 0.0011, 0.0023], [-0.0139, 0.0064, 0.0049], [-0.0333, 0.0081, -0.0483], [0.0333, -0.0022, -0.0150], [-0.0604, 0.1366, -0.1098], [0.0077, 0.0035, 0.0022], [-0.0086, 0.0061, 0.0234], [0.0397, -0.0385, -0.0198], [-0.0013, 0.0128, 0.0037], [-0.0093, -0.0092, 0.0060], [0.0087, -0.0024, -0.0003], [-0.0847, -0.0015, -0.0337], [-0.0087, -0.0069, 0.0089], [-0.0047, 0.0010, 0.0156], [-0.0075, 0.0023, -0.0211], [0.0131, -0.0030, 0.0018], [0.5306, 0.0640, 0.0081], [0.0259, 0.0173, 0.0033], [0.0109, 0.0012, -0.0038], [-0.0346, -0.0100, 0.0084], [0.0039, 0.0085, -0.0053]],
  "mulliken_charge": [-1.214, 0.271, 0.357, -1.231, 0.320, 0.280, 0.144, 0.301, 0.345, 0.106, 0.335, -0.619, -0.687, 0.378, 0.296, 0.395, 0.236, 0.384, 0.028, -0.354, 0.355, 0.313, 0.287, -0.481, -1.015, 0.284, 0.501, -0.511, -0.255, 0.388, 0.326, 0.347, 0.356, 0.440, -0.691, -0.741, -0.547, 0.367, 0.322, -1.029, -0.354, 0.295, 0.381, 0.201, -0.886, 0.234, 0.418, -0.732, 0.199, 0.293, -0.172, -0.422, -0.338, -0.533, 0.238, 0.334, 0.422, 0.334]
}

=====

Record 4
{
  "formula": "C21H29N3O5S",
  "method": "the ωB97M-V functional and the def2-TZVPD basis",
  "lumo_ev": -0.272,
  "smiles": "C=CCn1cc(C(=O)NCCCOC)c(=O)c2cc(S(=O)(=O)N(CC)CC)ccc21",
  "e_above_lowest_kcal_mol": 58.2,
  "e_homo_ev": -8.93,
  "orbital_gap_ev": 8.66,
  "largest_force_ev_per_a": 1.14,
  "symbols": ["H", "H", "H", "H", "C", "C", "C", "C", "C", "C", "H", "H", "H", "H", "C", "O", "N", "H", "H", "C", "H", "H", "N", "H", "O", "C", "H", "S", "H", "C", "H", "C", "O", "H", "H", "H", "O", "C", "C", "C", "O", "H", "H", "H", "H", "H", "H", "H", "H", "H", "H", "C", "C", "C", "N", "C", "C", "C", "C"],
  "positions_angstrom": [[-1.005, -3.076, -2.121], [5.291, 2.948, 3.721], [-1.375, 3.246, -1.302], [-3.422, -1.083, -2.058], [-1.087, -4.158, -2.056], [-2.086, -1.311, -0.422], [-1.177, 3.181, -3.397], [-0.065, 2.173, -3.524], [3.170, 2.057, 0.038], [-0.917, -0.911, 0.171], [-1.215, -4.559, -3.058], [-2.325, -5.653, -1.113], [-2.042, -6.106, 1.756], [1.222, 3.502, 1.826], [-0.101, 0.044, -0.444], [1.498, -0.105, 1.283], [0.306, 1.553, -2.269], [3.797, 2.020, 3.771], [-0.232, -3.919, 0.612], [3.561, 3.983, 2.914], [-3.211, -4.219, -1.650], [-2.060, 0.639, -3.167], [-2.286, -4.005, 0.138], [-0.610, -1.310, 1.125], [-3.178, -2.313, 1.745], [4.389, 2.705, 3.160], [-0.780, -6.343, 0.540], [-3.106, -2.582, 0.341], [4.068, 4.850, 3.345], [-2.282, -4.563, -1.193], [-0.160, -4.554, -1.647], [1.431, 1.950, -1.648], [2.293, 3.972, 3.534], [2.017, 2.722, -2.131], [5.309, 2.704, 1.199], [-0.346, 1.398, -4.246], [-4.322, -2.667, -0.415], [-1.700, 3.606, -2.264], [1.152, 0.426, 0.227], [1.895, 1.454, -0.469], [3.700, 2.990, -0.549], [-1.402, -3.690, 1.933], [0.385, 3.374, 3.396], [5.476, 1.172, 2.093], [-1.520, 3.567, -4.347], [3.103, 0.751, 1.578], [-0.343, -5.875, 2.184], [1.552, 2.126, 2.908], [-2.485, 4.341, -2.251], [0.819, 2.680, -3.925], [3.447, 4.153, 1.835], [-1.082, -5.747, 1.398], [-1.712, 0.198, -2.248], [-1.184, -4.269, 1.035], [3.659, 1.486, 1.148], [4.799, 2.001, 1.862], [1.324, 3.197, 2.876], [-0.499, 0.609, -1.672], [-2.487, -0.756, -1.631]],
  "atomic_forces_ev_per_a": [[0.0693, 0.0501, -0.0620], [0.0211, -0.0369, 0.0820], [0.1125, -0.1331, 0.1693], [-0.1007, 0.0393, -0.1334], [-0.1595, -0.0921, 0.2087], [-0.3855, -0.3816, 0.3233], [0.1870, -0.1095, -0.1241], [-0.2090, 0.2491, -0.2869], [-0.1232, -0.2232, -0.0884], [0.0508, 0.0477, 0.0174], [0.0346, -0.0362, -0.1084], [-0.0932, 0.0889, 0.0174], [-0.0919, -0.0727, 0.0544], [-0.0136, -0.0119, 0.0009], [-0.2612, -0.0808, -0.1294], [-0.1186, -0.1101, 0.0493], [0.1799, 0.0917, 0.0150], [0.0136, -0.0020, 0.0804], [-0.0571, 0.0235, 0.0608], [0.1113, -0.0455, 0.0152], [0.0741, -0.2793, -0.1178], [-0.0237, 0.0444, -0.0765], [-0.7082, 0.8422, 0.3070], [0.1104, -0.0054, 0.1154], [0.3236, 0.0370, 0.0313], [-0.0865, 0.0956, -0.3053], [0.0416, -0.1296, -0.0530], [0.0731, -0.1160, -0.0056], [0.0201, -0.0741, -0.1122], [-0.0273, -0.0910, -0.6628], [0.1486, -0.0112, -0.0150], [0.3470, -0.0222, 0.3125], [-0.0402, 0.1380, 0.2096], [-0.0173, 0.0177, -0.0462], [0.0335, -0.1452, 0.0803], [0.0919, 0.0601, 0.0628], [0.1987, 0.0571, -0.2560], [-0.0433, 0.0555, 0.0284], [0.0524, 0.1082, -0.1774], [-0.0246, 0.0773, -0.0016], [0.1021, 0.2767, -0.1631], [0.2499, -0.0982, 0.0000], [-0.0362, -0.0584, -0.0596], [0.0093, 0.1077, -0.0858], [-0.1128, 0.1002, -0.0912], [-0.0449, 0.0904, -0.1984], [0.0868, -0.0485, 0.0396], [-0.0214, 0.0022, -0.0195], [-0.1501, 0.1614, -0.0625], [-0.0628, -0.1799, 0.0415], [0.0125, 0.0299, 0.0348], [-0.0560, 0.2947, -0.1521], [-0.0025, -0.0526, -0.0456], [0.3351, -0.0626, 0.4651], [-0.0374, -0.1748, 0.2838], [0.2692, 0.1956, 0.1845], [-0.0197, -0.0343, 0.0006], [-0.2367, -0.5517, 0.4733], [0.0049, 0.0888, -0.1247]],
  "mulliken_charge": [0.052, 0.367, 0.193, 0.544, -0.747, -0.383, -0.045, -1.237, 0.048, -0.116, 0.415, 0.390, 0.342, 0.201, -0.297, -0.920, 0.290, 0.367, 0.277, -0.428, 0.388, 0.330, 0.188, 0.647, -0.730, -0.600, 0.330, 1.293, 0.342, -0.742, 0.282, 0.221, -0.480, 0.459, 0.436, 0.479, -0.735, -0.711, 1.758, -0.618, -0.751, 0.387, 0.338, 0.372, 0.371, 0.260, 0.436, 0.157, 0.305, 0.478, 0.327, -1.516, -0.773, -0.207, -0.013, -1.032, -0.457, 0.511, -1.042]
}